Entry from OMol25: a molecular structure, C9H11NO in a non-equilibrium geometry (wB97M-V/def2-TZVPD).

The geometry in XYZ format:
```
22
Properties=species:S:1:pos:R:3:forces:R:3:lowdin_charge:R:1
H -2.348 -2.327 0.400 0.1 1.6 1.8 0.100
O -1.352 1.831 -0.096 0.7 -1.3 -0.9 0.065
H 2.852 -2.534 -0.826 -2.6 3.7 1.7 0.198
H -0.838 -1.797 1.435 -2.6 1.8 -2.3 0.144
C 2.783 0.910 0.323 -0.5 2.4 0.1 -0.101
H 0.229 -1.744 -0.570 -4.7 -4.7 -1.5 0.029
C 0.886 -1.075 -0.424 5.1 4.0 1.6 -0.106
C 3.237 -0.335 0.004 -3.4 -1.8 -0.8 -0.084
C 1.416 1.260 0.227 -0.1 -3.0 -0.3 -0.003
C 0.533 0.215 -0.095 -2.5 2.9 0.0 -0.121
H -3.441 0.694 -1.104 -0.2 3.7 -5.2 -0.008
H -3.887 -1.109 -0.669 1.3 3.8 0.8 0.168
C -3.291 0.014 -0.443 -1.9 -5.4 6.4 -0.087
H 0.954 2.205 0.384 0.2 0.7 0.2 0.102
N -1.944 -0.379 -0.151 1.7 0.7 -0.6 -0.238
C 2.215 -1.358 -0.363 5.9 -2.1 -1.3 -0.055
H 4.279 -0.496 -0.027 0.8 -0.6 0.0 0.078
H 3.460 1.748 0.573 -0.1 -0.8 -0.1 0.112
H -2.390 -0.848 1.974 0.5 -1.9 -3.1 0.152
H -3.702 0.669 0.495 0.3 -2.2 -1.5 0.136
C -1.913 -1.367 0.901 1.4 -1.8 3.4 -0.137
C -0.991 0.659 -0.170 0.5 0.1 1.7 -0.343
```
Forces are in eV/Å.

Molar mass in Da: 149.19
Orbital gap in eV: 9.8
LUMO in eV: 0.49
Highest occupied orbital energy in hartree: -0.34025
Relative energy (zero: lowest compared OMol25 entry of this formula, charge and spin) in eV: 4.617